[1]
Computed, not measured: a molecular structure, C16H43ClEuO6Si2, with the ωB97M-V functional and the def2-TZVPD basis.

Geometry as XYZ:
```
69
Properties=species:S:1:pos:R:3:forces:R:3:mulliken_spin:R:1
O -1.1791 -2.2010 -0.7336 0.1096 -1.5242 0.7036 -0.002
O -2.2107 -0.3939 -2.0789 -0.2758 0.0129 1.0764 -0.023
C -0.1555 -3.3061 -0.7143 -0.6760 -0.2206 0.2464 -0.001
C 0.4547 -3.4739 0.6947 0.0664 -0.0310 -0.5699 -0.001
H 0.5883 -3.0507 -1.4996 -0.4917 0.1357 0.7091 0.000
H -0.5956 -4.3043 -0.9979 -0.0218 1.1839 -0.0176 0.000
H 0.6493 -2.4693 1.1200 0.1890 -0.7137 -0.0222 0.000
H 1.3805 -4.0579 0.5433 -0.1825 0.5104 0.2656 0.000
H -0.1645 -4.0887 1.3856 0.2218 0.6126 -0.5387 0.000
C -2.1923 -2.3388 0.3110 0.5789 0.0647 0.0404 -0.003
C -3.1671 -3.4540 0.0351 -0.5906 -0.3112 0.0891 -0.001
H -2.6841 -1.3495 0.4168 0.2356 -0.5980 -0.2679 0.002
H -1.6864 -2.4899 1.2577 0.0808 -0.0333 0.1631 0.001
H -3.7348 -3.2641 -0.8900 0.0870 -0.1519 0.4314 0.000
H -3.8654 -3.5076 0.8848 0.0344 0.0746 -0.3428 0.000
H -2.7217 -4.4638 -0.0282 0.0732 0.5915 -0.0474 0.000
C -3.4387 0.5229 -1.9642 0.9360 -0.8549 -0.8338 -0.002
C -1.9489 -1.1644 -3.3126 -1.1444 1.4669 0.4755 -0.004
C -4.2279 0.3575 -0.7103 -0.5163 0.1535 0.3737 -0.002
H -3.9980 0.2413 -2.8424 -0.3016 0.0422 -0.2099 0.000
H -2.9869 1.4946 -2.1387 -0.2179 0.0739 0.3407 0.001
H -4.6363 -0.6504 -0.5471 0.3944 0.1970 -0.1617 0.000
H -5.1180 1.0058 -0.7688 0.3568 -0.0574 -0.2011 0.000
H -3.6744 0.7080 0.1541 0.1037 -0.1432 0.2488 0.001
C -3.0424 -2.1835 -3.4848 0.7040 -0.6184 -0.5317 0.000
H -0.9390 -1.5320 -3.1280 -0.2396 -0.1534 -0.4435 0.003
H -1.9773 -0.3245 -4.0047 0.2924 -0.6040 -0.7546 -0.001
H -2.8863 -2.9957 -2.7520 -0.4914 0.4805 -0.3521 0.000
H -2.8964 -2.6103 -4.4730 -0.0215 -0.2906 -0.1804 0.000
H -4.0578 -1.7616 -3.5156 0.4117 -0.1417 0.4085 0.000
H -1.8517 -1.0092 -1.3391 0.0542 0.4971 -0.1308 0.015
Eu 0.6244 1.8971 1.4936 2.7867 0.5650 0.9246 6.274
C -0.1211 0.6498 -0.1211 -1.6238 -1.0981 -0.1890 -0.250
Si 0.6137 1.3923 -1.6507 -0.8684 -1.2839 0.8643 0.005
H -1.1389 0.9157 0.3074 0.6660 -0.6838 -1.0915 0.002
H 0.2590 -0.3000 0.3641 -0.4444 0.8558 -0.8524 0.046
C 1.6655 0.1691 -2.5569 0.5018 0.1081 -0.2678 -0.007
C 1.6194 2.7476 -0.8820 0.5948 0.6323 -0.4948 -0.011
C -0.5439 2.2269 -2.8316 -0.2821 0.5781 -0.4012 -0.004
C 2.7539 0.5124 1.5502 -1.2936 0.2991 -0.4383 -0.040
Si 3.8281 1.4993 2.6622 0.5496 -0.6909 -0.3789 -0.003
H 3.1322 0.2135 0.5510 0.0314 0.2508 0.5170 0.004
H 2.2630 -0.3801 1.9862 0.3687 0.1871 0.1701 -0.001
C 4.5958 2.9550 1.7466 0.0607 0.2064 -0.1138 0.000
C 5.2552 0.5190 3.3755 0.3264 -0.0401 0.2697 -0.001
C 2.8218 2.2015 4.0831 -0.1539 0.1338 0.2263 0.004
H 0.0331 2.9395 -3.4279 0.0944 0.0559 0.0333 0.000
H -1.3204 2.8245 -2.3469 0.0450 -0.0128 0.0885 0.000
H -1.0285 1.5950 -3.5740 0.0087 -0.2287 0.1181 0.001
H 2.5773 -0.0446 -1.9911 -0.0710 -0.0925 -0.0561 0.000
H 1.9661 0.6021 -3.5159 0.1093 -0.0469 0.0157 0.000
H 1.1718 -0.7790 -2.7851 -0.0566 0.1092 0.1677 0.002
H 2.3889 2.3941 -0.1950 0.2171 -0.0940 0.1617 0.000
H 1.0267 3.5520 -0.4287 -0.0070 0.2570 -0.1393 -0.003
H 2.1653 3.1881 -1.7095 0.2044 0.4928 -0.0002 0.000
H 5.5322 -0.3158 2.7183 -0.0786 0.1657 0.1853 0.000
H 5.0044 0.1242 4.3698 0.0830 -0.0776 -0.2458 0.000
H 6.1410 1.1575 3.4953 -0.1210 -0.1543 0.0519 0.000
H 1.7906 1.8289 4.1726 0.3947 0.0543 0.1605 -0.003
H 2.7969 3.2978 4.0601 -0.1116 -0.1028 0.0294 0.000
H 3.3508 1.9269 5.0027 -0.2372 0.0586 -0.0033 0.000
H 5.5896 3.1543 2.1753 -0.2725 0.0210 -0.1593 0.000
H 4.0101 3.8779 1.8640 0.0949 -0.1220 -0.1604 0.000
H 4.7317 2.7504 0.6767 0.0206 0.0919 0.1603 0.000
O -0.3340 2.3628 3.7452 -1.2319 -1.1972 -0.3422 0.001
Cl -1.3538 1.3397 3.3384 -1.3497 0.6664 0.8702 -0.005
O -2.3501 1.1151 4.3343 1.0712 0.2188 -0.9606 0.001
O -1.9413 1.8897 2.0720 0.5708 -0.7434 1.3279 0.004
O -0.6120 0.1148 2.9924 -0.3556 1.0108 -0.0135 0.000
```
Positions in Å, forces in eV/Å.

## Properties
- <S²> = 12.182
- calculated total energy (Eh) = -2835.74426
- charge = +1
- relative energy (zero: lowest compared OMol25 entry of this formula, charge and spin) (kJ/mol) = 108.61
- HOMO energy (spin up / spin down) (eV) = -9.935 / -9.915
- spin multiplicity = 7
- largest force on an atom (eV/Å) = 3.0
- orbital gap (spin up / spin down) (eV) = 6.2 / 7.4

=====

[2]
Computed, not measured: a molecular structure, C16H44AgBrN4O4, with the ωB97M-V functional and the def2-TZVPD basis.

Geometry as XYZ:
```
70
Properties=species:S:1:pos:R:3:forces:R:3:nbo_charge:R:1
Ag 1.6781 4.5213 0.2011 -0.8462 -1.1926 -0.1358 0.826
Br 1.2764 1.2362 -1.5471 0.1485 1.0400 0.6190 -0.865
C -3.1141 3.9090 2.9688 0.3985 2.0360 -0.2009 -0.624
C -1.6998 4.5615 2.7291 -0.9493 -2.7903 0.5749 -0.056
C -0.6928 4.0248 3.8156 0.2503 0.5878 -1.6045 -0.064
O 0.6089 4.4220 3.4043 0.4012 -0.1558 -0.1599 -0.564
C 1.6466 3.8075 4.1736 -0.1972 1.1290 -0.6263 -0.258
N -1.4229 4.1579 1.3310 1.8069 0.8150 -0.5317 -0.872
H -3.7074 4.4340 2.2201 -0.4815 -0.1333 0.0642 0.204
H -3.5573 4.1716 3.9293 0.0197 -0.5371 0.1809 0.210
H -3.1361 2.8602 2.6727 0.1867 -0.0101 0.5760 0.217
H -1.6911 5.6466 2.8317 -0.2218 -0.0609 -0.3230 0.200
H -0.7214 2.9452 3.9627 -0.2171 -0.2522 -0.3139 0.174
H -0.8931 4.4790 4.7860 -0.3757 0.1730 0.0883 0.174
H 1.4118 3.9760 5.2246 0.1533 -0.7291 0.2153 0.180
H 2.5554 4.3739 3.9705 0.0390 0.0582 -0.0391 0.184
H 1.8285 2.7925 3.8205 -0.2622 -0.2891 0.5783 0.187
H -2.0890 4.5295 0.6690 -0.1196 0.6573 0.2472 0.369
H -1.4735 3.1757 1.1011 0.2895 -0.4377 0.7814 0.382
C -4.4108 0.7659 -3.2134 -1.8249 0.3586 -0.3196 -0.632
C -4.1399 1.4446 -4.5510 2.2978 -1.7139 0.7815 -0.062
C -4.8219 2.7655 -4.7408 0.5894 1.0247 0.2895 -0.052
O -6.1846 2.6147 -4.7412 -2.4147 -1.3175 -0.7842 -0.567
C -7.0285 3.5349 -4.0509 1.6585 -0.6333 -0.3304 -0.238
N -2.6755 1.6097 -4.6060 0.6002 0.4268 -0.5004 -0.864
H -4.1192 -0.2618 -2.9966 0.7752 0.1037 -0.6775 0.221
H -5.4926 0.6664 -3.3021 -0.4120 0.2615 1.0573 0.216
H -4.0835 1.4072 -2.3951 -0.2493 0.0129 0.0949 0.203
H -4.5282 0.8056 -5.3441 0.0575 -0.2314 -0.1783 0.174
H -4.4728 3.1110 -5.7139 0.0212 0.4081 -0.2442 0.167
H -4.5558 3.5252 -4.0058 0.5401 -0.0712 0.3039 0.162
H -8.0660 3.3820 -4.3481 0.2305 0.0643 -0.2260 0.195
H -6.6239 4.5068 -4.3337 -0.6438 0.5117 0.5054 0.172
H -6.9250 3.2960 -2.9925 -0.1469 0.5560 0.3008 0.170
H -2.1880 1.4336 -5.4729 -0.5648 0.2708 -0.4912 0.360
H -2.1481 1.0364 -3.9631 -0.4843 -0.0064 0.4515 0.374
C 3.6273 -1.3419 3.1158 0.5806 0.8056 0.9680 -0.632
C 4.8448 -1.2641 2.1756 -1.7045 0.4719 -1.3506 -0.083
C 6.1484 -1.8731 2.7000 -0.3853 -0.8318 0.2996 -0.077
O 6.4655 -1.2963 3.9342 2.5428 1.4814 -0.1905 -0.544
C 7.2471 -0.0520 3.7496 -1.9525 -0.1814 0.9085 -0.269
N 4.5253 -1.7473 0.8589 -0.2687 -1.8416 -1.8483 -0.855
H 3.2404 -2.3500 3.2647 0.3009 -0.0603 0.2048 0.206
H 2.7687 -0.7034 2.9079 0.0483 -0.0809 -1.2290 0.213
H 3.9132 -0.8368 4.0384 0.2847 -0.7840 0.6759 0.211
H 4.9554 -0.2210 1.8793 0.7616 0.4796 1.0343 0.191
H 6.9663 -1.8937 1.9798 0.0271 1.0238 -0.3468 0.181
H 6.1662 -2.9407 2.9192 -1.2030 -0.3552 -0.0292 0.187
H 7.9632 0.1052 4.5562 -0.0360 -0.4626 0.0065 0.189
H 6.4599 0.6934 3.8625 0.3421 0.6431 -0.1001 0.173
H 7.7280 0.1156 2.7859 -0.0573 -0.6672 -0.1120 0.182
H 3.9238 -2.5577 0.8178 0.3035 -0.7314 0.6696 0.348
H 3.9784 -1.1751 0.2316 0.3495 1.1105 0.3870 0.378
C -1.9380 -5.8857 -1.3149 0.9168 -0.8433 0.5204 -0.617
C -0.5804 -5.1471 -0.9914 -1.4158 -0.0963 0.7011 -0.078
C 0.5865 -5.7308 -1.7266 1.2182 -1.0217 1.1464 -0.082
O 1.8354 -5.1816 -1.1551 -0.2860 0.3058 -2.6878 -0.553
C 3.0018 -5.3293 -2.0609 -1.0111 -1.4458 1.5602 -0.258
N -0.7895 -3.7690 -1.2606 -0.6315 1.9166 -1.5239 -0.819
H -2.3583 -5.6846 -2.3003 0.3625 0.2398 -0.1525 0.202
H -2.7640 -5.7803 -0.6114 0.3218 0.7993 0.2597 0.224
H -1.7634 -6.9596 -1.2490 0.1830 -0.2190 -0.3105 0.202
H -0.4118 -5.1229 0.0853 0.2179 -0.9368 0.1465 0.201
H 0.4046 -5.6663 -2.7993 0.6147 0.7846 -0.3132 0.170
H 0.6327 -6.8066 -1.5570 -0.0014 -0.3188 0.1834 0.166
H 3.8592 -4.9426 -1.5101 -0.1953 0.4541 -0.3544 0.202
H 2.9131 -5.0284 -3.1048 -0.3933 0.8880 0.2849 0.180
H 3.1793 -6.4018 -2.1411 0.1224 -0.3322 0.0354 0.162
H -1.1024 -3.7052 -2.2188 -0.7150 0.0900 -0.3312 0.330
H 0.0307 -3.1872 -1.3545 0.7053 -0.2177 0.8643 0.369
```
Positions in Å, forces in eV/Å.

## Properties
- calculated total energy (Eh) = -3876.72570
- HOMO energy (eV) = -7.764
- spin multiplicity = 1
- largest force on an atom (eV/Å) = 3.0
- orbital gap (eV) = 5.4

=====

[3]
Computed, not measured: a molecular structure, C16H44BeCsN2NaO16P3S2, with the ωB97M-V functional and the def2-TZVPD basis.

Geometry as XYZ:
```
86
Properties=species:S:1:pos:R:3:forces:R:3:lowdin_charge:R:1
N 1.5209 3.9771 -5.3310 -0.3852 -0.1483 -1.3071 -0.192
P 0.8461 2.3892 -5.1420 1.1648 -0.9711 2.7490 0.772
O 1.7264 1.4972 -6.1386 -0.8812 0.9377 -0.4871 -0.291
P -1.3257 2.1518 -5.9738 0.5542 0.4233 -0.9753 0.713
P -2.3236 4.0252 -6.6775 -1.1323 -0.2278 0.1160 0.484
O -3.5874 4.1875 -5.9683 -0.5209 0.1300 0.4265 -0.437
H 1.8360 4.2441 -6.2638 -0.0774 -0.0005 0.0250 0.029
H 0.9141 4.6778 -4.9377 -0.5787 -0.8488 0.2012 -0.046
H 1.3582 1.4167 -7.0345 0.6905 -0.6838 -0.3199 0.034
H -1.3346 1.2412 -7.0397 -0.2466 -0.0735 -0.0520 -0.043
H -2.1372 1.6157 -4.9700 -0.0339 0.0994 0.1611 -0.011
H -1.4281 5.0892 -6.4461 0.4825 -0.2832 -0.2865 -0.024
H -2.4540 3.8523 -8.0645 0.5149 0.0475 -0.1154 -0.056
O -3.3694 5.5256 -2.4532 0.3307 0.8457 0.5209 0.017
C -4.2161 5.8745 -3.2452 0.1869 -4.7535 -2.0392 -0.269
C -4.5973 7.8059 -2.7450 -0.1031 4.0359 1.9296 -0.251
O -5.4423 8.1012 -3.5522 -0.1562 -0.5890 -0.5826 0.040
H -5.2336 5.4451 -3.2031 -0.3214 0.8628 0.7734 0.127
H -3.9560 5.9832 -4.3160 0.2173 1.1550 0.1818 0.080
H -3.5651 8.2057 -2.8174 0.1831 -0.6379 -0.6355 0.109
H -4.8367 7.6536 -1.6773 -0.3181 -0.8846 -0.2064 0.123
Na 1.4568 6.4607 -4.7007 0.5568 0.8452 0.6360 0.798
O 4.3134 5.7547 -7.2777 -0.0274 0.3180 0.2863 -0.186
H 4.1707 5.2533 -8.0882 0.8301 3.3860 3.0388 -0.389
H 5.2564 5.9712 -7.2855 -0.0257 0.1905 0.3069 0.074
C -1.0661 1.9380 -1.2692 -0.3000 -0.1515 0.0800 -0.048
C 0.3558 1.6881 -0.7129 -0.0884 0.4567 -0.1593 -0.783
O 0.5886 0.5771 -0.2313 0.1859 -0.1452 0.1022 -0.034
O 1.1233 2.6856 -0.8414 0.0678 -0.0453 -0.3099 -0.108
H -1.7230 1.0721 -1.1828 0.1276 -0.1048 0.0317 0.061
H -1.5419 2.7790 -0.7642 0.1101 0.1020 -0.0529 0.064
H -0.9383 2.1942 -2.3215 -0.1130 0.1708 -0.3438 0.002
Cs 3.9076 3.9493 -9.2627 -0.6245 -4.5433 -3.7162 1.249
C -0.1985 -4.1961 2.6348 0.0944 0.0021 0.2264 -0.121
O -0.6341 -2.9304 3.0646 -0.1920 -0.0362 -0.2291 -0.200
C -0.2618 -1.8586 2.2022 0.0244 -0.1308 0.1787 -0.182
C -1.3863 -0.8774 2.0057 -0.0691 0.4628 0.1608 -0.172
O -2.4981 -1.3472 1.2509 -0.0395 0.0579 -0.1253 -0.117
C -3.3168 -2.3663 1.7866 0.0869 -0.2119 -0.1049 -0.193
C -4.1556 -1.9797 2.9860 -0.0660 -0.1475 0.1946 -0.202
O -3.3723 -1.7284 4.1362 0.1436 0.1797 -0.1245 -0.196
C -3.7100 -0.5544 4.8388 -0.0630 -0.1150 0.0418 -0.113
H 0.8372 -4.3766 2.9517 0.0152 -0.0864 -0.1534 0.075
H -0.8405 -4.9461 3.1001 0.0221 0.0126 0.0772 0.086
H -0.2837 -4.3074 1.5483 0.0727 0.0170 -0.0090 0.088
H 0.0694 -2.2291 1.2279 -0.0102 -0.0396 -0.0032 0.130
H 0.5759 -1.3300 2.6682 0.0913 0.1141 -0.2565 0.109
H -0.9719 -0.0520 1.4262 0.0159 -0.0854 -0.1493 0.106
H -1.7150 -0.4552 2.9586 0.0040 -0.2268 0.0944 0.116
H -2.7419 -3.2732 1.9884 0.0341 0.0682 0.1941 0.113
H -4.0162 -2.6174 0.9832 -0.0220 0.0434 -0.0008 0.125
H -4.8278 -2.8185 3.2148 -0.1056 0.0537 -0.1588 0.126
H -4.7700 -1.1085 2.7327 0.0420 0.0427 0.0165 0.121
H -3.9542 0.2673 4.1575 0.0011 0.0062 -0.0110 0.086
H -2.8446 -0.2602 5.4308 -0.0057 -0.0454 0.0625 0.086
H -4.5604 -0.7274 5.5089 -0.0034 0.0841 -0.0093 0.087
C 3.3807 -1.7919 6.2351 -0.1104 0.0412 -0.0274 -0.217
C 2.3144 -1.9335 5.1419 0.0196 0.0209 0.0136 -0.211
C 1.1956 -0.9331 5.4593 0.0502 -0.2971 -0.1011 -0.216
S 1.9680 0.4198 6.3598 0.1775 -0.3000 -0.2238 0.661
O 1.4444 0.4454 7.7027 -0.0594 0.1379 0.0437 -0.327
O 1.9805 1.6065 5.5444 -0.0981 0.1945 0.1201 -0.328
C 3.6128 -0.2925 6.4003 0.1571 -0.2488 0.0383 -0.233
H 4.3000 -2.3117 5.9723 0.0046 -0.0271 0.0019 0.115
H 3.0095 -2.2162 7.1699 0.0239 0.0043 0.0276 0.120
H 2.7544 -1.6970 4.1707 0.0109 0.0196 -0.0040 0.119
H 1.9284 -2.9496 5.0866 -0.0091 -0.0136 -0.0173 0.107
H 0.7343 -0.5387 4.5599 -0.0912 0.1641 0.0892 0.079
H 0.4371 -1.3712 6.1042 -0.0137 0.0805 0.0659 0.109
H 4.0989 -0.0256 7.3355 -0.0851 0.1221 0.0230 0.104
H 4.1678 0.1179 5.5576 -0.0391 0.0567 -0.0173 0.105
N 3.2318 -1.2469 -8.2320 0.3396 0.3952 0.1673 -0.649
O 3.0042 -2.4212 -7.9882 -0.0402 -0.0407 -0.0392 -0.002
O 2.3823 -0.5540 -8.8805 -0.5597 0.6533 -0.0349 -0.167
O 4.2861 -0.6859 -7.8583 -0.0763 0.1159 -0.0326 -0.092
C 1.7801 -7.9765 4.6737 -0.1339 -0.0393 -0.0274 -0.270
S 3.3561 -7.2050 4.2952 0.1134 -0.1592 0.0233 0.800
O 3.2857 -5.8084 4.7903 -0.0739 0.1960 0.0004 -0.561
C 3.1169 -7.1496 2.5166 -0.0781 0.0057 -0.1177 -0.270
H 1.7047 -8.0670 5.7546 0.0425 0.0199 0.0194 0.051
H 0.9686 -7.3530 4.2979 0.0280 0.0437 -0.0016 0.051
H 1.7429 -8.9667 4.2199 0.0215 -0.0115 0.0083 0.054
H 2.2144 -6.5831 2.2863 -0.0026 0.0243 0.0416 0.045
H 3.0389 -8.1654 2.1297 0.0203 -0.0136 0.0113 0.054
H 3.9820 -6.6576 2.0784 0.0326 0.0149 0.0386 0.051
Be -0.1424 3.1013 -9.7513 0.0885 -0.0938 0.0217 0.347
```
Positions in Å, forces in eV/Å.

## Properties
- calculated total energy (Eh) = -3966.05858
- charge = +1
- HOMO energy (eV) = -8.731
- spin multiplicity = 1
- largest force on an atom (eV/Å) = 5.9
- orbital gap (eV) = 2.6

=====

- Among the records above, which one has the lowest calculated total energy?
  C16H44BeCsN2NaO16P3S2

=====

- What is the calculated total energy in the third record?
  -3966.05858 Eh